w) The molecule C6H10, computed with wB97M-V/def2-TZVPD.

Kohn-Sham gap, eV: 11.0
SMILES: C#CCCCC

Each line ends with the natural charge from an NBO analysis.
Positions of all 16 atoms, in Å:
1 C 1.687 1.103 1.482  -0.60
2 C 1.043 0.825 0.126  -0.39
3 C -0.015 -0.277 0.180  -0.38
4 C -0.638 -0.500 -1.210  -0.47
5 C -1.921 -1.236 -1.141  0.00
6 C -3.019 -1.732 -1.046  -0.25
7 H 0.925 1.409 2.210  0.20
8 H 2.432 1.903 1.409  0.21
9 H 2.182 0.205 1.873  0.20
10 H 0.567 1.740 -0.257  0.19
11 H 1.814 0.542 -0.605  0.19
12 H 0.427 -1.216 0.542  0.20
13 H -0.802 -0.010 0.898  0.21
14 H -0.807 0.481 -1.671  0.23
15 H 0.093 -1.015 -1.852  0.23
16 H -3.979 -2.203 -0.946  0.24



x) The molecule C6H10, computed with wB97M-V/def2-TZVPD.

Kohn-Sham gap, eV: 11.0
SMILES: C1C[C@@H]2C[C@@H]2C1

Each line ends with the natural charge from an NBO analysis.
Positions of all 16 atoms, in Å:
1 C 1.310 0.057 0.393  -0.41
2 C 0.530 1.251 -0.181  -0.40
3 C -0.841 0.689 -0.476  -0.23
4 C -1.502 -0.062 0.648  -0.45
5 C -0.673 -0.790 -0.436  -0.20
6 C 0.759 -1.182 -0.177  -0.42
7 H 2.425 0.232 0.147  0.21
8 H 1.151 0.028 1.488  0.20
9 H 0.513 2.161 0.467  0.21
10 H 0.907 1.542 -1.133  0.20
11 H -1.447 1.146 -1.245  0.21
12 H -2.556 -0.355 0.513  0.21
13 H -1.314 0.142 1.695  0.22
14 H -1.263 -1.457 -1.087  0.22
15 H 0.844 -1.979 0.569  0.22
16 H 1.158 -1.423 -1.186  0.20



y) The molecule C6H10, computed with wB97M-V/def2-TZVPD.

Kohn-Sham gap, eV: 9.3
SMILES: C=CCC(=C)C

Each line ends with the natural charge from an NBO analysis.
Positions of all 16 atoms, in Å:
1 C 1.957 -0.665 -0.143  -0.65
2 C 0.637 -0.345 0.487  0.03
3 C 0.085 1.087 0.583  -0.49
4 C -1.351 0.926 0.078  -0.15
5 C -1.616 0.623 -1.192  -0.42
6 C -0.315 -1.251 0.691  -0.39
7 H 2.773 -0.102 0.326  0.22
8 H 2.178 -1.729 -0.010  0.22
9 H 1.965 -0.437 -1.215  0.21
10 H -1.059 -0.951 1.395  0.18
11 H 0.147 1.565 1.572  0.23
12 H 0.631 1.734 -0.113  0.22
13 H -2.143 0.864 0.824  0.20
14 H -0.818 0.606 -1.935  0.18
15 H -2.585 0.258 -1.521  0.20
16 H -0.490 -2.184 0.173  0.20



Verdict on stability: y) comes out at the bottom.



w) A cluster of 5 separate species, C6H20O5 in total, computed with wB97M-V/def2-TZVPD.

Kohn-Sham gap (alpha / beta), eV: 2.7 / 6.0
Total charge: -1
Multiplicity: 2

Each line ends with the Mulliken spin population.
Positions of all 31 atoms, in Å:
1 O 1.661 1.562 -3.139  0.13
2 C 1.596 0.287 -2.987  0.78
3 C 2.162 -0.320 -1.701  -0.20
4 C 1.059 -0.908 -0.791  0.10
5 C 0.310 0.302 -0.271  -0.01
6 C -1.109 0.024 0.302  0.00
7 C -1.025 -0.865 1.578  -0.01
8 H 0.730 -0.272 -3.392  0.05
9 H 2.596 0.550 -1.181  0.06
10 H 3.038 -0.998 -1.706  0.06
11 H 0.199 -1.421 -1.259  0.02
12 H 1.262 -1.714 -0.068  -0.04
13 H 0.921 0.793 0.500  -0.01
14 H 0.152 0.997 -1.097  0.01
15 H -1.384 1.060 0.456  0.01
16 H -1.629 -0.757 -0.290  0.02
17 H -1.334 -0.223 2.422  0.01
18 H -0.040 -1.230 1.860  0.02
19 H -1.812 -1.616 1.638  -0.02
20 H -3.825 0.935 2.983  0.00
21 H -2.977 1.731 2.087  0.00
22 O -3.878 1.377 2.128  0.00
23 H -2.192 -3.652 -2.164  0.00
24 H -2.547 -2.226 -1.777  0.00
25 O -1.818 -2.767 -2.097  0.01
26 H -0.167 2.647 1.680  0.00
27 H 0.327 1.588 2.664  0.00
28 O -0.400 2.198 2.500  0.00
29 H 2.613 -1.509 2.752  -0.01
30 H 2.921 -0.300 1.672  0.00
31 O 2.591 -0.585 2.523  0.02



x) A cluster of 6 separate species, C6H20O5 in total, computed with wB97M-V/def2-TZVPD.

Kohn-Sham gap (alpha / beta), eV: 3.8 / 6.7
Total charge: -1
Multiplicity: 2

Each line ends with the Mulliken spin population.
Positions of all 31 atoms, in Å:
1 C -1.912 1.546 0.104  0.13
2 C -2.368 0.359 0.950  -0.05
3 C -1.696 -0.952 0.604  0.41
4 C -0.351 -1.068 0.232  0.10
5 C 0.297 -2.297 -0.048  0.00
6 C 1.602 -2.413 -0.495  0.47
7 H -0.853 1.748 0.257  0.01
8 H -2.459 2.454 0.386  -0.04
9 H -2.065 1.354 -0.962  -0.02
10 H -3.454 0.245 0.889  0.01
11 H -2.198 0.620 2.016  0.02
12 H -2.313 -1.841 0.697  0.03
13 H 0.271 -0.181 0.175  -0.01
14 H -0.315 -3.194 0.028  -0.02
15 H 2.248 -1.557 -0.653  -0.05
16 H 2.067 -3.373 -0.685  0.02
17 H 0.170 0.975 -2.693  0.01
18 H 0.022 2.506 -2.422  0.00
19 O 0.667 1.820 -2.603  0.00
20 H 1.554 2.500 2.145  0.00
21 H 1.550 0.914 2.163  0.00
22 O 1.861 1.717 1.686  0.00
23 H 2.023 1.246 -1.455  0.00
24 H 2.527 1.207 0.011  0.00
25 O 2.610 0.753 -0.843  0.01
26 H 0.003 -1.204 -2.811  0.00
27 H -1.159 -0.784 -1.921  0.00
28 O -0.725 -0.568 -2.764  -0.02
29 H 0.043 -0.761 2.502  0.00
30 H 1.470 -1.219 2.562  0.01
31 O 0.883 -0.555 2.951  -0.01



Verdict on stability: w) comes out at the bottom.